{
  "formula": "C39H103N3O14",
  "method": "ωB97M-V/def2-TZVPD",
  "symbols": ["O", "O", "O", "O", "O", "O", "O", "O", "O", "O", "O", "O", "O", "O", "N", "N", "N", "C", "C", "C", "C", "C", "C", "C", "C", "C", "C", "C", "C", "C", "C", "C", "C", "C", "C", "C", "C", "C", "C", "C", "C", "C", "C", "C", "C", "C", "C", "C", "C", "C", "C", "C", "C", "C", "C", "C", "H", "H", "H", "H", "H", "H", "H", "H", "H", "H", "H", "H", "H", "H", "H", "H", "H", "H", "H", "H", "H", "H", "H", "H", "H", "H", "H", "H", "H", "H", "H", "H", "H", "H", "H", "H", "H", "H", "H", "H", "H", "H", "H", "H", "H", "H", "H", "H", "H", "H", "H", "H", "H", "H", "H", "H", "H", "H", "H", "H", "H", "H", "H", "H", "H", "H", "H", "H", "H", "H", "H", "H", "H", "H", "H", "H", "H", "H", "H", "H", "H", "H", "H", "H", "H", "H", "H", "H", "H", "H", "H", "H", "H", "H", "H", "H", "H", "H", "H", "H", "H", "H", "H"],
  "coordinates": [[-4.775, -1.735, 3.579], [5.473, -5.357, 2.846], [-4.772, -0.246, 0.766], [3.672, 2.228, 3.269], [1.230, -4.514, 6.895], [-3.585, 5.415, 1.262], [6.497, -2.520, 1.956], [-6.156, 0.598, -3.300], [3.109, 6.346, -2.216], [-2.764, -0.790, 5.226], [-4.415, -3.464, 1.174], [5.899, 0.367, 3.261], [1.887, -5.886, -1.336], [0.845, -3.091, 1.676], [-5.057, 0.317, -4.122], [0.703, -1.733, 1.386], [2.282, 5.441, -2.934], [-6.061, -1.593, -5.352], [0.327, 0.685, -0.199], [3.089, -1.177, 1.789], [-4.020, -1.469, -2.610], [-0.803, 0.070, 0.604], [-1.297, -2.276, -0.113], [1.447, 2.022, 4.218], [-5.457, -0.171, -5.433], [5.152, -7.478, 1.663], [0.754, 7.134, -3.658], [0.046, 4.828, -3.571], [1.646, 0.317, 0.452], [4.188, -5.324, 0.769], [-4.238, -0.132, -6.354], [1.844, -6.870, 6.579], [2.713, 4.070, -2.636], [5.319, -5.948, 1.579], [2.955, 2.014, 4.495], [0.889, 5.875, -2.802], [-3.880, -0.169, -3.401], [-6.482, 0.759, -6.085], [-0.679, -1.405, 1.008], [-1.596, 4.099, 0.725], [-1.499, -1.611, 2.301], [-3.578, 4.272, -0.843], [3.352, 3.079, 5.485], [1.341, -5.264, 4.606], [1.906, -1.151, 0.801], [0.296, 3.402, -3.074], [-3.476, 0.930, -2.409], [4.079, 3.900, -3.320], [0.491, 6.176, -1.352], [1.765, 3.043, -3.306], [2.224, -1.977, -0.462], [1.857, -5.448, 6.015], [-2.717, 4.994, 0.202], [-2.685, -0.335, -4.402], [2.821, 3.792, -1.126], [-3.092, -0.980, -5.730], [3.663, 3.112, -0.961], [0.326, 0.365, -1.249], [1.048, -6.115, -0.920], [-2.924, 4.033, -1.698], [-1.925, -0.984, -3.964], [4.423, 2.967, 5.674], [3.196, 1.775, 2.562], [-5.363, -2.010, 4.290], [-3.316, -2.045, -5.657], [-3.641, -2.928, 1.369], [-3.171, 1.846, -2.910], [-7.450, 0.646, -5.582], [2.787, -7.383, 6.389], [0.928, -3.170, 2.634], [3.527, -2.172, 1.816], [-1.458, 3.250, 0.038], [-2.505, -1.196, 2.158], [2.781, -0.856, 2.787], [-3.853, 0.884, -6.447], [-2.228, -1.395, 5.756], [4.107, -7.726, 1.849], [2.898, -5.119, 5.973], [1.177, 1.234, 3.510], [-6.311, 1.546, -3.386], [0.165, 1.761, -0.295], [-1.084, -3.328, 0.082], [1.916, -5.854, 3.884], [3.220, 1.035, 4.907], [2.959, -1.513, -1.135], [-1.007, 5.053, -3.374], [1.368, -2.181, -1.106], [0.281, -5.439, 4.395], [3.120, 4.085, 5.141], [-2.632, 0.516, -1.848], [1.514, -4.243, 4.249], [-4.411, -2.302, -3.194], [3.605, 6.823, -2.890], [-4.447, -0.566, -7.331], [6.834, -1.665, 2.253], [2.532, 0.816, 0.053], [-0.614, 4.556, 0.763], [4.159, -5.578, -0.288], [-0.946, 0.681, 1.501], [-3.970, 4.603, 1.610], [1.862, -4.925, -1.416], [5.484, -7.854, 0.694], [6.213, 0.211, 4.158], [-5.312, -2.352, -5.123], [4.203, 4.120, -4.381], [-1.693, -2.668, 2.491], [-6.791, -1.697, -4.549], [1.210, 7.059, -4.645], [-2.248, 0.617, -4.708], [0.904, 1.827, 5.146], [2.723, -2.930, -0.262], [0.337, 5.270, -0.771], [-0.325, 2.632, -3.538], [5.800, -7.947, 2.401], [-1.894, 3.566, 1.629], [-3.913, -1.570, 4.015], [-0.819, -1.944, -1.035], [5.287, -4.424, 2.730], [3.789, -0.407, 1.464], [5.567, -2.506, 2.203], [6.241, -5.843, 0.989], [1.710, -6.835, 7.660], [-4.801, -0.556, 1.684], [-2.303, 5.863, -0.306], [1.948, 3.273, -0.718], [1.129, 8.024, -3.142], [-4.291, 1.129, -1.714], [-6.283, 1.818, -5.900], [1.090, 6.867, -0.770], [-2.706, 0.055, 5.686], [-0.511, 6.614, -1.431], [4.492, 2.895, -3.192], [0.227, 4.890, -4.642], [2.857, 2.920, 6.444], [-4.874, -3.520, 2.019], [-2.377, -2.162, -0.166], [3.227, -5.571, 1.227], [2.997, 4.646, -0.475], [-6.496, -1.868, -6.315], [5.248, 1.090, 3.349], [-4.284, -0.928, 0.293], [1.632, 0.753, 1.466], [-2.317, -0.926, -6.501], [-4.390, 4.782, -1.359], [0.285, -4.707, 6.909], [1.925, 2.152, -2.683], [-6.595, 0.512, -7.136], [-3.919, 3.296, -0.487], [-3.041, -1.786, -2.256], [1.063, -7.525, 6.186], [4.265, -4.230, 0.761], [0.011, 3.388, -2.017], [-1.721, 0.149, 0.016], [4.775, 4.568, -2.801], [-4.700, -1.293, -1.774], [2.069, 2.723, -4.298], [1.061, 2.963, 3.823], [-1.051, -1.034, 3.106], [-0.269, 7.456, -3.892]],
  "mulliken_charge": [-0.60, -0.60, -0.59, -0.74, -0.57, -0.59, -0.59, -0.48, -0.48, -0.62, -0.65, -0.59, -0.64, -0.40, 0.52, 0.92, 0.19, -1.79, 1.24, -1.17, -1.20, -1.41, -1.66, -1.24, 1.54, -1.34, -2.14, -1.63, -1.23, -0.96, -1.21, -1.36, 1.94, 0.60, 1.02, 1.72, 1.87, -1.98, 2.52, -0.32, -2.53, -0.91, -1.63, -1.11, 2.71, 1.59, -1.98, -1.98, -1.19, -1.55, -1.09, 0.56, 0.39, -0.94, -1.24, -0.95, 0.45, 0.22, 0.31, 0.01, 0.28, 0.38, 0.38, 0.27, 0.39, 0.25, 0.57, 0.41, 0.34, 0.23, -0.39, -0.40, 0.10, 0.20, 0.35, 0.29, 0.30, 0.18, 0.10, 0.34, -1.07, 0.30, 0.32, 0.17, 0.39, 0.44, 0.27, 0.48, 0.35, -0.10, 0.16, 0.22, 0.36, 0.48, 0.28, 0.72, 0.30, 0.42, 0.28, 0.40, 0.31, 0.36, 0.31, 0.32, 0.39, 0.75, 0.36, 0.47, 0.17, 0.47, -0.35, -0.10, -0.11, 0.37, 0.44, 0.35, 0.30, 0.23, 0.51, 0.36, 0.16, 0.38, 0.33, 0.09, 0.03, 0.43, 0.72, 0.38, 0.23, 0.27, 0.55, 0.42, 0.47, 0.40, 0.29, 0.12, 0.21, 0.22, 0.44, 0.35, 0.27, -0.76, 0.43, 0.42, 0.32, 0.17, 0.43, 0.29, -0.08, 0.31, 0.16, -0.95, -0.08, 0.50, 0.39, 0.48, 0.34, 0.45, 0.37],
  "energy_ha": -2765.185682,
  "max_force_ev_per_a": 2.4,
  "homo_lumo_gap_ha": 0.283,
  "spin_multiplicity": 1,
  "lumo_energy_ev": -0.379,
  "e_above_lowest_kcal_mol": 0.0,
  "total_charge": 0,
  "mol_weight_da": 838.3
}